Record 1
Formula: C26H20Br2Cl3N2OSSbSe4SiZr
Source: the OMol25 dataset
Level of theory: ωB97M-V/def2-TZVPD

```
! RIJCOSX wB97M-V def2-TZVPD def2/J DEFGRID3
* xyz -2 1
Zr 0.558 -0.393 0.396
Br -4.235 0.040 1.677
C -3.656 1.020 0.175
C -4.555 1.818 -0.541
C -4.164 2.486 -1.666
Br -5.435 3.575 -2.580
C -2.845 2.368 -2.164
C -2.349 2.969 -3.341
C -1.058 2.733 -3.723
C -0.247 1.899 -2.930
N -0.670 1.344 -1.825
C -1.941 1.564 -1.432
C -2.326 0.899 -0.212
O -1.458 0.203 0.422
H -5.575 1.895 -0.190
H -3.000 3.603 -3.928
H -0.651 3.177 -4.622
H 0.779 1.690 -3.217
C -1.113 2.328 6.563
C -1.848 2.414 5.218
C -2.415 1.031 4.909
C -3.008 3.415 5.321
C -0.882 2.889 4.135
C -0.186 4.101 4.314
C 0.719 4.580 3.392
C 0.953 3.821 2.251
S 2.098 4.062 0.963
C 1.576 2.568 0.247
N 0.628 1.957 0.886
C 0.264 2.627 2.043
C -0.671 2.169 2.975
C 2.225 1.980 -0.923
C 3.008 2.765 -1.769
C 3.590 2.189 -2.887
C 3.384 0.838 -3.141
C 2.610 0.066 -2.282
C 2.012 0.608 -1.142
H -1.819 2.040 7.346
H -0.659 3.278 6.850
H -0.338 1.561 6.521
H -3.042 0.694 5.736
H -1.624 0.287 4.800
H -3.025 1.031 4.006
H -3.732 3.067 6.062
H -3.520 3.509 4.361
H -2.661 4.407 5.622
H -0.348 4.670 5.220
H 1.252 5.506 3.568
H -1.189 1.241 2.776
H 3.152 3.823 -1.574
H 4.196 2.790 -3.555
H 3.832 0.384 -4.019
H 2.465 -0.986 -2.502
Cl -0.444 -2.131 -1.117
Si 1.463 -3.116 2.319
Cl 2.530 0.108 2.069
Cl 2.427 -2.466 0.277
Se 0.135 -5.025 4.163
Sb -0.966 -3.047 4.981
Se -0.359 -1.627 2.546
Se 0.279 -1.718 6.534
Se -3.336 -2.859 4.753
*
```

Calculated values
E_HOMO: -2.4356 eV
Energy relative to the best compared isomer or geometry (same formula, charge and spin): 1.530 eV

***

Record 2
Formula: C24H27N4O2SSiW
Source: the OMol25 dataset
Level of theory: ωB97M-V/def2-TZVPD

```
! RIJCOSX wB97M-V def2-TZVPD def2/J DEFGRID3
* xyz 1 3
W -0.682 -0.141 0.174
O -1.888 -1.620 0.234
C -1.397 -2.705 0.952
C -1.921 -3.970 0.777
C -1.440 -4.994 1.581
C -0.468 -4.745 2.546
C 0.041 -3.464 2.705
C -0.408 -2.431 1.892
C 0.048 -0.994 1.991
N 1.044 -0.567 1.050
N 1.979 0.436 1.267
C 1.698 1.411 0.473
O 0.543 1.381 -0.210
C 2.559 2.600 0.343
C 2.170 3.663 -0.460
C 2.978 4.788 -0.559
C 4.172 4.848 0.146
C 4.561 3.782 0.951
C 3.760 2.659 1.049
H -2.698 -4.135 0.043
H -1.839 -5.994 1.465
H -0.114 -5.548 3.178
H 0.795 -3.263 3.458
H 0.161 -0.554 2.976
H 1.238 3.606 -1.006
H 2.676 5.617 -1.185
H 4.801 5.725 0.070
H 5.491 3.829 1.502
H 4.052 1.822 1.669
N 0.862 -2.419 -6.354
C 1.497 -2.603 -5.181
S 3.017 -3.461 -5.249
C 0.999 -2.141 -3.953
C 1.692 -2.361 -2.733
C 1.226 -1.851 -1.559
N 0.075 -1.135 -1.495
C -0.631 -0.947 -2.641
C -0.219 -1.409 -3.849
H 1.236 -2.754 -7.224
H -0.034 -1.967 -6.390
H 2.611 -2.933 -2.696
H 1.751 -1.985 -0.628
H -1.558 -0.396 -2.556
H -0.855 -1.201 -4.697
C -4.007 2.950 1.710
Si -2.654 1.687 1.622
C -1.094 2.417 2.333
C -3.212 0.220 2.635
C -2.231 1.213 -0.194
H -4.094 3.276 2.749
H -4.962 2.516 1.405
H -3.818 3.826 1.085
H -1.365 2.859 3.297
H -0.708 3.207 1.684
H -0.263 1.736 2.537
H -4.096 0.536 3.195
H -2.461 -0.107 3.356
H -3.497 -0.645 2.036
H -2.021 2.150 -0.708
H -3.093 0.681 -0.609
*
```

Calculated values
Expectation value of S²: 2.017
E_HOMO (alpha / beta): -10.0059 / -10.7651 eV
Energy relative to the best compared isomer or geometry (same formula, charge and spin): 1.502 eV

***

Record 3
Formula: C42H84O42
Source: the OMol25 dataset
Level of theory: ωB97M-V/def2-TZVPD

```
! RIJCOSX wB97M-V def2-TZVPD def2/J DEFGRID3
* xyz 0 1
C 8.177 -10.052 -3.843
O 7.020 -9.397 -3.491
C 7.014 -8.470 -2.478
O 8.005 -8.228 -1.725
O 5.795 -7.980 -2.355
C 5.552 -6.795 -1.589
H 8.352 -9.729 -4.869
H 8.005 -11.126 -3.778
H 9.049 -9.805 -3.237
H 5.725 -5.929 -2.227
H 6.212 -6.674 -0.730
H 4.567 -6.901 -1.135
C -7.641 6.538 -4.841
O -7.550 6.242 -3.411
C -7.525 4.969 -3.036
O -7.394 3.934 -3.723
O -7.654 5.048 -1.673
C -7.847 3.841 -0.950
H -6.643 6.577 -5.278
H -8.053 7.547 -4.877
H -8.205 5.779 -5.383
H -8.866 3.480 -0.814
H -7.627 4.211 0.052
H -7.110 3.059 -1.130
C 0.145 -10.276 2.203
O -0.340 -9.956 3.523
C 0.425 -9.448 4.469
O 1.630 -9.288 4.386
O -0.357 -9.194 5.484
C 0.169 -8.741 6.799
H 0.554 -9.442 1.633
H -0.789 -10.704 1.839
H 0.938 -11.009 2.055
H 1.195 -8.387 6.696
H 0.096 -9.541 7.536
H -0.448 -7.900 7.114
C -1.907 8.071 1.562
O -1.052 8.770 2.509
C -1.432 9.514 3.437
O -2.599 9.761 3.751
O -0.338 10.006 4.080
C -0.569 10.669 5.348
H -1.432 7.185 1.142
H -2.366 8.681 0.785
H -2.680 7.614 2.180
H 0.384 11.017 5.747
H -1.244 10.177 6.049
H -1.111 11.577 5.085
C 2.254 -2.304 -7.756
O 2.647 -1.623 -6.526
C 3.873 -1.623 -6.052
O 4.686 -2.446 -6.346
O 4.045 -0.598 -5.277
C 5.304 -0.393 -4.740
H 2.474 -1.741 -8.664
H 1.202 -2.586 -7.780
H 2.850 -3.216 -7.776
H 5.178 0.341 -3.943
H 6.092 0.082 -5.325
H 5.766 -1.190 -4.157
C -1.957 -0.556 -1.924
O -1.264 -1.282 -0.925
C -1.237 -0.960 0.386
O -1.744 0.064 0.822
O -0.521 -1.841 1.045
C -0.467 -1.874 2.458
H -1.324 0.322 -2.053
H -2.993 -0.328 -1.675
H -1.958 -1.163 -2.830
H 0.072 -1.063 2.948
H -0.173 -2.900 2.679
H -1.442 -1.975 2.935
C -4.746 -0.026 7.716
O -3.829 -0.555 8.639
C -3.912 -0.276 9.882
O -4.829 0.321 10.455
O -2.839 -0.844 10.446
C -2.508 -0.529 11.829
H -5.756 -0.432 7.776
H -4.383 -0.336 6.736
H -4.850 1.043 7.903
H -1.570 -1.010 12.107
H -3.285 -0.797 12.545
H -2.310 0.522 12.040
C 1.818 9.159 -5.744
O 2.616 8.481 -6.738
C 2.455 7.145 -6.936
O 1.715 6.343 -6.302
O 3.195 6.867 -7.964
C 3.390 5.456 -8.370
H 2.390 9.210 -4.817
H 0.824 8.745 -5.576
H 1.670 10.083 -6.303
H 2.842 5.138 -9.258
H 3.352 4.808 -7.494
H 4.444 5.314 -8.606
C 6.424 -4.036 12.912
O 6.613 -3.690 11.553
C 6.297 -4.669 10.683
O 5.703 -5.731 10.891
O 6.994 -4.420 9.553
C 6.778 -5.130 8.323
H 6.494 -3.152 13.546
H 7.151 -4.800 13.185
H 5.400 -4.410 12.906
H 7.200 -6.117 8.511
H 7.365 -4.593 7.578
H 5.734 -5.305 8.061
C -3.751 -1.013 -15.316
O -4.736 -1.600 -14.496
C -4.310 -2.536 -13.590
O -3.113 -2.888 -13.301
O -5.361 -2.770 -12.857
C -5.232 -3.466 -11.654
H -2.958 -0.567 -14.715
H -4.307 -0.208 -15.795
H -3.411 -1.705 -16.087
H -4.897 -2.929 -10.766
H -4.518 -4.288 -11.699
H -6.207 -3.870 -11.383
C 4.455 2.802 2.121
O 5.664 2.891 2.852
C 6.346 1.861 3.286
O 5.958 0.717 3.195
O 7.505 2.262 3.780
C 8.272 1.258 4.564
H 3.627 2.491 2.758
H 4.414 2.037 1.346
H 4.210 3.658 1.492
H 9.218 1.740 4.808
H 8.508 0.297 4.109
H 7.734 1.073 5.494
C -4.258 3.558 -10.867
O -5.203 4.451 -11.391
C -5.200 4.874 -12.632
O -4.263 4.859 -13.404
O -6.329 5.612 -12.745
C -6.550 6.283 -14.014
H -3.352 4.157 -10.768
H -4.046 2.671 -11.464
H -4.518 3.100 -9.913
H -7.617 6.474 -14.124
H -6.128 5.691 -14.826
H -6.175 7.306 -13.977
C -6.529 -4.942 2.678
O -6.388 -4.437 1.305
C -7.450 -3.824 0.678
O -8.458 -3.385 1.251
O -7.234 -3.691 -0.621
C -8.162 -3.041 -1.499
H -6.740 -6.004 2.798
H -7.191 -4.280 3.237
H -5.545 -4.712 3.085
H -9.155 -3.465 -1.651
H -7.781 -3.194 -2.508
H -8.353 -1.979 -1.342
C 6.023 3.976 13.699
O 5.371 4.020 12.442
C 4.467 3.088 12.216
O 3.939 2.293 12.997
O 4.228 3.103 10.904
C 3.426 2.155 10.226
H 6.912 3.365 13.541
H 5.328 3.546 14.421
H 6.351 4.985 13.949
H 2.955 1.473 10.934
H 4.141 1.701 9.540
H 2.732 2.743 9.625
*
```

Calculated values
E_HOMO: -10.4903 eV
Energy relative to the best compared isomer or geometry (same formula, charge and spin): 8.767 eV

***

Record 4
Formula: C47H103N5O7
Source: the OMol25 dataset
Level of theory: ωB97M-V/def2-TZVPD

```
! RIJCOSX wB97M-V def2-TZVPD def2/J DEFGRID3
* xyz 0 1
C 5.454 -2.700 1.765
O 4.178 -3.097 1.256
H 6.117 -2.328 1.002
H 5.357 -1.884 2.502
H 5.925 -3.601 2.170
H 3.805 -2.293 0.885
C 0.933 -0.928 1.157
O 2.268 -0.550 0.672
H 0.373 -0.060 1.406
H 0.397 -1.566 0.435
H 0.966 -1.441 2.142
H 2.568 0.169 1.219
C -1.475 -0.642 4.345
C -2.709 -0.302 3.500
C -2.351 -0.420 2.009
C -3.587 -0.423 1.062
C -4.618 -1.441 1.537
C -4.989 -1.391 2.998
N -3.698 -1.328 3.738
O -4.104 -1.363 5.137
C -5.997 -0.233 3.296
C -5.577 -2.732 3.363
C -3.315 1.113 3.813
H -0.573 -0.287 3.795
H -1.343 -1.732 4.281
H -1.574 -0.220 5.294
H -1.779 0.500 1.782
H -1.657 -1.278 1.865
H -3.312 -0.631 -0.011
H -3.931 0.607 1.097
H -4.193 -2.441 1.297
H -5.550 -1.398 0.871
H -5.709 0.710 2.792
H -7.021 -0.460 2.933
H -6.050 -0.231 4.414
H -4.733 -3.392 3.433
H -6.178 -2.723 4.301
H -6.309 -3.066 2.609
H -3.568 1.631 2.903
H -2.651 1.862 4.330
H -4.218 1.002 4.433
H -3.797 -2.249 5.382
C 5.511 0.847 1.170
C 4.715 2.173 1.280
C 4.024 2.541 -0.084
C 3.100 3.751 -0.055
C 2.050 3.442 0.970
C 2.604 3.128 2.381
N 3.589 2.041 2.165
O 4.076 1.490 3.428
C 3.156 4.391 3.020
C 1.474 2.495 3.185
C 5.765 3.216 1.623
H 6.184 0.890 1.993
H 6.060 0.816 0.211
H 4.758 0.005 1.175
H 4.822 2.772 -0.773
H 3.554 1.620 -0.425
H 2.662 4.006 -1.028
H 3.757 4.580 0.255
H 1.470 2.574 0.656
H 1.349 4.251 1.178
H 3.748 4.151 3.916
H 3.828 5.037 2.463
H 2.466 5.082 3.400
H 1.809 2.498 4.263
H 0.532 3.015 3.046
H 1.384 1.453 2.846
H 6.774 2.982 1.188
H 5.960 3.212 2.681
H 5.543 4.208 1.309
H 4.545 2.190 3.902
C 1.559 -7.919 -0.017
C 0.087 -7.997 0.337
C -0.042 -8.310 1.812
C 0.273 -7.085 2.694
C -0.753 -6.028 2.325
C -0.627 -5.567 0.816
N -0.768 -6.754 -0.029
O -0.789 -6.399 -1.383
C -1.749 -4.485 0.414
C 0.714 -4.890 0.676
C -0.555 -9.084 -0.546
H 1.961 -8.922 -0.179
H 2.082 -7.518 0.844
H 1.777 -7.321 -0.882
H -1.098 -8.561 2.018
H 0.625 -9.211 2.095
H 1.313 -6.762 2.565
H 0.271 -7.314 3.790
H -0.603 -5.110 2.858
H -1.672 -6.549 2.581
H -1.441 -4.059 -0.570
H -2.739 -5.038 0.250
H -1.838 -3.680 1.162
H 0.766 -4.023 1.354
H 1.625 -5.453 0.785
H 0.781 -4.425 -0.295
H -0.144 -10.036 -0.391
H -0.320 -8.871 -1.636
H -1.650 -9.018 -0.471
H 0.128 -6.287 -1.659
C 0.747 2.589 -5.059
C 1.847 2.147 -4.050
C 1.235 1.910 -2.688
C 0.390 0.678 -2.563
C 1.325 -0.509 -2.894
C 1.845 -0.353 -4.333
N 2.577 0.925 -4.415
O 3.140 1.105 -5.642
C 2.864 -1.501 -4.678
C 0.708 -0.428 -5.405
C 2.866 3.273 -3.983
H 0.305 3.505 -4.734
H -0.091 1.971 -5.246
H 1.289 2.830 -5.977
H 2.076 1.889 -1.976
H 0.655 2.769 -2.357
H -0.497 0.771 -3.240
H -0.001 0.542 -1.552
H 0.855 -1.495 -2.827
H 2.145 -0.492 -2.208
H 3.886 -1.336 -4.325
H 2.460 -2.402 -4.229
H 2.978 -1.798 -5.765
H 0.589 -1.472 -5.619
H -0.138 0.138 -5.083
H 1.070 0.090 -6.304
H 3.385 3.422 -4.970
H 3.663 3.040 -3.221
H 2.251 4.140 -3.697
H 4.064 1.015 -5.475
C -1.537 3.242 -0.722
C -2.313 4.529 -0.631
C -1.423 5.702 -1.119
C -1.150 5.618 -2.592
C -2.531 5.713 -3.369
C -3.401 4.542 -2.973
N -3.526 4.491 -1.459
O -4.457 3.485 -1.054
C -4.852 4.632 -3.448
C -2.871 3.241 -3.682
C -2.755 4.738 0.764
H -2.147 2.349 -0.395
H -0.661 3.371 -0.140
H -1.251 2.995 -1.753
H -1.901 6.658 -0.834
H -0.541 5.805 -0.477
H -0.771 4.615 -2.823
H -0.478 6.356 -2.918
H -2.277 5.711 -4.414
H -3.061 6.674 -3.108
H -4.738 4.535 -4.582
H -5.592 3.890 -3.092
H -5.259 5.628 -3.251
H -3.337 2.361 -3.203
H -3.169 3.121 -4.723
H -1.809 3.148 -3.567
H -3.383 5.657 0.782
H -1.936 4.719 1.478
H -3.484 3.983 1.014
H -4.092 2.587 -1.057
*
```

Calculated values
E_HOMO: -8.3301 eV
SMILES: CC1(C)CCCC(C)(C)N1O.CC1(C)CCCC(C)(C)N1O.CC1(C)CCCC(C)(C)N1O.CC1(C)CCCC(C)(C)N1O.CC1(C)CCCC(C)(C)N1O.CO.CO
Energy relative to the best compared isomer or geometry (same formula, charge and spin): 1.945 eV